Here is a 2-piece molecular cluster, CH4O3S2 overall at a distorted geometry from the Open Molecules 2025 dataset. Energies are from ωB97M-V/def2-TZVPD.

Each line ends with the Löwdin charge.
CARTESIAN COORDINATES (ANGSTROEM)
C  -0.411  -0.820  0.092  -0.31
O  1.967  -1.799  -0.676  -0.07
O  -0.025  1.733  0.083  -0.92
O  -2.031  2.457  1.308  -0.53
S  -0.746  2.856  0.806  0.80
S  0.983  0.351  -0.343  0.91
H  0.058  -1.480  0.722  -0.03
H  -1.325  -0.280  0.506  0.07
H  -0.687  -1.373  -0.928  0.08
H  2.216  -1.645  -1.569  0.00

The value obtained for the orbital gap (spin up / spin down) is 7.377 / 5.939 eV. For the LUMO energy (spin up / spin down), the calculation gives 0.07 / -3.48 eV. As for the charge: 0. The spin multiplicity is 3. The value obtained for the HOMO energy (spin up / spin down) is -7.309 / -9.420 eV. The relative energy (zero: lowest compared OMol25 entry of this formula, charge and spin) comes out at 34.1 kcal per mole.